Below is the ion C5H10FN2 with charge +1 in a non-equilibrium geometry, with properties calculated with ωB97M-V/def2-TZVPD.

Output
Gap between HOMO and LUMO (spin up / spin down): 7.05 / 8.43 eV
Electronic energy: -405.2829 Eh
Expectation value of S²: 2.0218
Spin multiplicity: 3
Net charge: +1
Strongest force on any atom: 8.350 eV/A

XYZ file:
```
18
C5H10FN2, DFT ωB97M-V/def2-TZVPD
H 0.83006 -2.00779 0.32988
H 0.46778 -0.20945 -1.30280
F -1.91101 -0.15630 -1.56781
C 1.13248 -1.16749 1.03050
C 0.19704 -0.04267 0.68848
N -2.29843 -0.09187 -0.22559
C 0.37670 1.97651 -0.83400
H 0.22426 0.80300 1.38052
C -1.19301 -0.52887 0.46166
H 1.10930 -1.40053 2.01603
N 0.69826 0.55872 -0.67526
H -2.65672 -2.45340 0.56592
H 1.69255 0.46181 -0.50941
H 0.96711 2.23825 -1.77227
H -0.64671 2.13594 -0.97453
C -1.85409 -1.66344 0.55337
H 0.72404 2.52946 -0.06922
H 2.14039 -0.98187 0.90453
```